Model 1:
Here is a single C4H7Cl molecule from the Open Molecules 2025 dataset. Energies are from ωB97M-V with the def2-TZVPD basis set.

E_HOMO: -9.9 eV
LUMO level: 0.036 hartree
Molar mass: 90.55 g/mol
SMILES string: C=C[C@H](C)Cl

```
12
C4H7Cl ωB97M-V with the def2-TZVPD basis set
C -1.72 -0.74 0.04
C -0.40 -0.89 -0.20
C 0.72 -0.15 0.48
C 0.75 1.20 -0.17
Cl 2.47 -0.82 -0.01
H -2.17 -0.40 0.99
H -2.40 -1.23 -0.61
H -0.20 -1.72 -0.94
H 0.55 -0.11 1.58
H 0.90 1.22 -1.28
H -0.16 1.86 -0.01
H 1.66 1.80 0.13
```

---

Model 2:
Here is a single C4H7Cl molecule from the Open Molecules 2025 dataset. Energies are from ωB97M-V with the def2-TZVPD basis set.

E_HOMO: -9.8 eV
LUMO level: 0.033 hartree
Molar mass: 90.55 g/mol
SMILES string: C=C(C)CCl

```
12
C4H7Cl ωB97M-V with the def2-TZVPD basis set
C 0.84 -1.01 -0.40
C 0.11 0.00 -0.07
C 0.62 1.37 -0.06
C -1.26 -0.72 0.40
Cl -2.65 0.26 -0.32
H 0.40 -1.92 -0.41
H 1.87 -1.02 -0.87
H -0.12 2.42 -0.23
H 1.00 1.77 1.07
H 1.71 1.41 -0.64
H -0.99 -1.78 -0.01
H -1.53 -0.79 1.53
```

---

Energetically preferred structure: model 1 | next structure: +0.0713 hartree

---

Model 1:
Here is a single C4H7Cl molecule from the Open Molecules 2025 dataset. Energies are from ωB97M-V with the def2-TZVPD basis set.

E_HOMO: -9.6 eV
LUMO level: 0.033 hartree
Molar mass: 90.55 g/mol
SMILES string: C=CCCCl

```
12
C4H7Cl ωB97M-V with the def2-TZVPD basis set
C -1.08 -1.45 0.03
C -1.13 -0.11 -0.30
C -0.07 0.65 0.33
C 1.30 0.73 -0.20
Cl 2.33 -0.81 -0.05
H -1.79 -2.14 -0.37
H -0.35 -1.72 0.78
H -1.94 0.30 -0.88
H 0.09 0.28 1.45
H -0.36 1.84 0.34
H 1.75 1.63 0.14
H 1.25 0.80 -1.28
```

---

Model 2:
Here is a single C4H7Cl molecule from the Open Molecules 2025 dataset. Energies are from ωB97M-V with the def2-TZVPD basis set.

E_HOMO: -9.8 eV
LUMO level: 0.039 hartree
Molar mass: 90.55 g/mol
SMILES string: C=CCCCl

```
12
C4H7Cl ωB97M-V with the def2-TZVPD basis set
C -1.98 -0.46 -0.18
C -0.67 -0.72 0.11
C 0.38 0.37 0.44
C 1.55 0.55 -0.36
Cl 2.81 -0.65 0.02
H -2.56 -1.40 -0.40
H -2.59 0.37 -0.16
H -0.39 -1.76 0.08
H 0.50 0.24 1.48
H -0.22 1.36 0.49
H 1.96 1.46 -0.13
H 1.21 0.62 -1.39
```

---

Energetically preferred structure: model 2 | next structure: +0.0077 hartree

---

Model 1:
Here is C33H36BCl3F5N6OS4Tc as an isolated structure from the Open Molecules 2025 dataset. Energies are from ωB97M-V with the def2-TZVPD basis set.

E_HOMO (alpha / beta): -10.6 / -10.5 eV
LUMO level (alpha / beta): -0.167 / -0.142 hartree
Molar mass: 971.12 g/mol
⟨S²⟩: 0.970
Multiplicity: 2
Total charge: +1

```
90
C33H36BCl3F5N6OS4Tc ωB97M-V with the def2-TZVPD basis set
Tc 0.24 -0.06 -0.56
C 2.03 -4.28 2.75
C 2.74 -2.94 2.96
C 3.70 -3.08 4.14
C 3.53 -2.50 1.74
N 1.71 -1.90 3.30
C 1.62 -1.26 4.52
C 0.51 -0.50 4.51
N -0.10 -0.67 3.28
B -1.53 -0.09 3.05
N -1.55 1.38 2.57
C -2.58 2.19 2.99
C -2.41 3.41 2.42
N -1.27 3.34 1.64
C -0.77 2.09 1.74
S 0.73 1.53 1.04
C -0.75 4.49 0.82
C 0.66 4.86 1.29
C -0.80 4.09 -0.65
C -1.66 5.69 1.03
N -2.36 -1.08 2.18
C -2.88 -2.20 2.78
C -3.58 -2.88 1.85
N -3.50 -2.17 0.66
C -2.73 -1.08 0.89
S -2.20 0.15 -0.21
C -4.20 -2.70 -0.56
C -3.45 -3.96 -0.99
C -5.65 -3.02 -0.16
C -4.25 -1.72 -1.72
C 0.66 -1.50 2.55
S 0.32 -2.00 0.91
H 2.77 -5.04 2.51
H 1.32 -4.23 1.93
H 1.51 -4.59 3.66
H 4.42 -3.86 3.89
H 3.19 -3.40 5.06
H 4.25 -2.16 4.33
H 4.42 -3.13 1.64
H 3.86 -1.47 1.85
H 2.95 -2.59 0.82
H 2.34 -1.41 5.30
H 0.08 0.11 5.27
H -2.05 -0.08 4.12
H -3.34 1.83 3.65
H -3.00 4.29 2.51
H 1.36 4.04 1.17
H 0.65 5.17 2.34
H 1.02 5.69 0.69
H -0.05 3.34 -0.91
H -0.61 4.97 -1.27
H -1.78 3.69 -0.91
H -1.66 6.05 2.06
H -2.69 5.49 0.72
H -1.29 6.50 0.40
H -2.71 -2.42 3.82
H -4.12 -3.80 1.93
H -3.55 -4.76 -0.25
H -2.39 -3.75 -1.13
H -3.86 -4.33 -1.93
H -5.71 -3.79 0.60
H -6.17 -3.40 -1.04
H -6.16 -2.13 0.19
H -3.28 -1.54 -2.16
H -4.68 -0.76 -1.43
H -4.89 -2.16 -2.49
F 5.56 4.73 -0.04
C 4.86 3.63 -0.25
C 3.69 3.68 -0.99
F 3.28 4.84 -1.50
C 2.97 2.52 -1.22
F 1.89 2.62 -1.99
C 3.35 1.30 -0.69
S 2.47 -0.22 -0.92
C 4.55 1.27 0.02
F 5.02 0.13 0.51
C 5.30 2.41 0.25
F 6.43 2.35 0.94
Cl -2.78 -1.02 -6.94
C -2.04 -0.43 -5.50
C -1.48 -1.32 -4.60
C -0.91 -0.80 -3.46
Cl -0.19 -1.88 -2.28
C -0.86 0.56 -3.16
O -0.30 1.03 -2.05
C -1.43 1.43 -4.11
Cl -1.39 3.12 -3.82
C -2.02 0.94 -5.26
H -1.49 -2.38 -4.79
H -2.45 1.63 -5.97
```

---

Model 2:
Here is C33H36BCl3F5N6OS4Tc as an isolated structure from the Open Molecules 2025 dataset. Energies are from ωB97M-V with the def2-TZVPD basis set.

E_HOMO (alpha / beta): -9.4 / -9.4 eV
LUMO level (alpha / beta): -0.175 / -0.167 hartree
Molar mass: 971.12 g/mol
⟨S²⟩: 0.763
Multiplicity: 2
Total charge: +1

```
90
C33H36BCl3F5N6OS4Tc ωB97M-V with the def2-TZVPD basis set
Tc 0.07 -0.67 -1.26
C 4.12 2.83 3.34
C 3.73 1.36 3.16
C 4.30 0.57 4.34
C 4.29 0.77 1.87
N 2.24 1.20 3.16
C 1.55 0.41 4.05
C 0.25 0.46 3.71
N 0.13 1.26 2.58
B -1.29 1.46 2.00
N -1.98 0.04 2.01
C -3.21 -0.13 2.58
C -3.46 -1.46 2.63
N -2.37 -2.11 2.10
C -1.49 -1.16 1.69
S 0.08 -1.42 0.94
C -2.17 -3.60 2.17
C -1.87 -4.17 0.78
C -3.45 -4.23 2.70
C -1.03 -3.88 3.15
N -1.45 2.18 0.62
C -1.42 3.55 0.62
C -1.84 3.98 -0.59
N -2.13 2.86 -1.35
C -1.88 1.77 -0.59
S -2.12 0.11 -1.08
C -2.74 2.91 -2.72
C -4.17 2.40 -2.64
C -2.75 4.36 -3.19
C -1.91 2.09 -3.71
C 1.36 1.74 2.25
S 1.70 2.80 0.99
H 5.19 2.89 3.51
H 3.61 3.25 4.21
H 3.86 3.42 2.47
H 5.37 0.73 4.37
H 4.13 -0.50 4.24
H 3.89 0.91 5.29
H 5.38 0.81 1.89
H 3.94 1.35 1.01
H 3.99 -0.27 1.76
H 2.01 -0.09 4.88
H -0.59 0.01 4.20
H -1.94 2.11 2.78
H -3.79 0.70 2.92
H -4.31 -1.99 3.03
H -2.49 -3.69 0.02
H -2.09 -5.23 0.78
H -0.82 -4.04 0.52
H -4.30 -4.05 2.04
H -3.69 -3.90 3.71
H -3.29 -5.31 2.74
H -0.10 -3.42 2.82
H -0.88 -4.95 3.22
H -1.28 -3.50 4.14
H -1.09 4.11 1.47
H -1.94 4.98 -0.97
H -4.76 3.01 -1.95
H -4.21 1.36 -2.30
H -4.63 2.45 -3.62
H -3.36 5.00 -2.54
H -3.20 4.39 -4.18
H -1.74 4.77 -3.27
H -2.04 1.02 -3.56
H -0.85 2.33 -3.62
H -2.23 2.33 -4.72
F -0.17 -6.77 -4.37
C -0.10 -5.46 -4.19
C -0.31 -4.91 -2.94
F -0.58 -5.69 -1.89
C -0.22 -3.55 -2.80
F -0.42 -3.00 -1.57
C 0.05 -2.68 -3.84
S 0.04 -0.95 -3.59
C 0.26 -3.25 -5.09
F 0.52 -2.48 -6.13
C 0.18 -4.63 -5.27
F 0.38 -5.15 -6.47
Cl 6.29 2.25 -2.74
C 4.64 1.89 -2.40
C 4.30 0.62 -1.97
C 2.97 0.37 -1.70
Cl 2.49 -1.23 -1.17
C 1.97 1.32 -1.83
O 0.67 1.07 -1.53
C 2.35 2.59 -2.29
Cl 1.16 3.81 -2.47
C 3.67 2.87 -2.57
H 5.05 -0.15 -1.85
H 3.95 3.86 -2.91
```

---

Energetically preferred structure: model 1 | next structure: +0.0599 hartree

---

Model 1:
Here is a 2-piece molecular cluster, C11H21N3 overall from the Open Molecules 2025 dataset. Energies are from ωB97M-V with the def2-TZVPD basis set.

E_HOMO (alpha / beta): -7.7 / -6.6 eV
LUMO level (alpha / beta): 0.032 / -0.006 hartree
Molar mass: 195.31 g/mol

```
35
C11H21N3 ωB97M-V with the def2-TZVPD basis set
C 0.24 1.20 1.95
C -0.15 0.05 1.45
C -1.46 -0.41 1.33
C -0.77 2.09 2.65
C -2.22 1.62 2.42
C -2.42 0.76 1.15
C -2.19 1.56 -0.13
C 0.68 -0.85 -2.18
C 2.52 -0.06 -0.68
C 2.66 -2.33 -1.74
C 1.71 -1.28 -1.13
N -1.79 -1.66 1.40
N 0.12 -2.65 -0.07
N 1.15 -1.86 0.06
H 1.25 1.57 1.89
H -0.56 2.13 3.72
H -0.63 3.09 2.24
H -2.54 1.02 3.28
H -2.87 2.50 2.36
H -3.45 0.39 1.15
H -2.37 0.95 -1.00
H -1.16 1.93 -0.17
H -2.86 2.42 -0.16
H 0.21 -1.70 -2.68
H -0.11 -0.25 -1.72
H 1.16 -0.25 -2.94
H 3.16 -0.33 0.15
H 1.84 0.72 -0.35
H 3.12 0.32 -1.50
H 2.12 -3.23 -2.00
H 3.14 -1.93 -2.63
H 3.43 -2.58 -1.01
H -2.78 -1.83 1.24
H -0.41 -2.63 -0.95
H -0.51 -2.64 0.76
```

---

Model 2:
Here is a single C11H21N3 molecule from the Open Molecules 2025 dataset. Energies are from ωB97M-V with the def2-TZVPD basis set.

E_HOMO: -7.6 eV
LUMO level: 0.022 hartree
Molar mass: 195.31 g/mol
SMILES string: CC(C)(C)\C=N/C=C\N=N\C(C)(C)C

```
35
C11H21N3 ωB97M-V with the def2-TZVPD basis set
C -2.58 0.05 -0.49
C -2.12 0.83 0.76
C -3.39 1.41 1.47
C -1.55 -0.13 1.83
C -1.15 1.87 0.29
N 0.05 1.80 0.56
C 1.10 1.72 1.36
C 2.19 0.87 1.38
N 2.48 -0.29 0.66
N 1.70 -0.63 -0.27
C 1.83 -1.96 -0.90
C 2.85 -2.84 -0.12
C 0.48 -2.69 -0.93
C 2.25 -1.65 -2.31
H -3.29 0.73 -0.94
H -3.26 -0.75 -0.17
H -1.64 -0.20 -1.13
H -3.92 2.18 0.91
H -4.01 0.61 1.72
H -3.11 1.94 2.38
H -0.49 -0.59 1.50
H -2.26 -0.82 2.02
H -1.48 0.47 2.70
H -1.49 2.48 -0.59
H 1.27 2.53 1.98
H 2.93 1.00 2.13
H 3.90 -2.58 -0.23
H 2.55 -2.64 0.89
H 2.71 -3.85 -0.25
H 0.28 -3.23 -0.04
H 0.57 -3.26 -1.81
H -0.32 -2.03 -1.12
H 3.23 -1.25 -2.47
H 2.13 -2.50 -3.04
H 1.53 -0.93 -2.68
```

---

Energetically preferred structure: model 2 | next structure: +0.0103 hartree

---

Model 1:
Here is C3H9NOS as an isolated structure from the Open Molecules 2025 dataset. Energies are from ωB97M-V with the def2-TZVPD basis set.

E_HOMO: -9.5 eV
LUMO level: -0.108 hartree
Molar mass: 107.18 g/mol

```
15
C3H9NOS ωB97M-V with the def2-TZVPD basis set
C -0.92 -0.58 0.95
O -1.85 -1.36 0.25
C 0.18 -0.18 -0.05
C -0.31 0.76 -1.12
S 3.17 0.36 -1.20
N 1.29 0.34 0.76
H -0.41 -1.11 1.76
H -1.40 0.30 1.39
H -2.38 -1.90 0.84
H 0.49 -1.13 -0.46
H -0.38 1.79 -0.77
H 0.36 0.76 -1.98
H -1.27 0.43 -1.53
H 1.23 1.35 0.84
H 2.20 0.17 0.31
```

---

Model 2:
Here is a single C3H9NOS molecule from the Open Molecules 2025 dataset. Energies are from ωB97M-V with the def2-TZVPD basis set.

E_HOMO: -8.8 eV
LUMO level: 0.021 hartree
Molar mass: 107.18 g/mol
SMILES string: CN=S(C)(C)=O

```
15
C3H9NOS ωB97M-V with the def2-TZVPD basis set
C -1.39 0.24 -1.73
N -0.15 0.68 -1.19
S 0.41 -0.16 -0.03
C 1.93 0.71 0.56
C -0.66 -0.62 1.38
O 0.81 -1.80 -0.48
H -2.25 0.38 -1.05
H -1.32 -0.80 -1.84
H -1.55 0.74 -2.64
H 2.75 0.14 0.15
H 1.93 1.83 0.39
H 1.99 0.59 1.66
H -0.76 0.38 1.92
H -1.59 -0.91 1.02
H -0.14 -1.41 1.88
```

---

Energetically preferred structure: model 1 | next structure: +0.0103 hartree